Record 1
# C18H20N2O2

A single C18H20N2O2 molecule at a distorted geometry (ωB97M-V/def2-TZVPD, the OMol25 dataset).

Output
**SMILES**: O=C(/C=C/c1ccco1)Nc1ccccc1N1CCCCC1
**2S+1**: 1
**Orbital gap**: 7.77 eV

Last column: Löwdin charge in e.
Positions of all 42 atoms, in Å:
O 1.340 2.605 0.977  0.02
C 1.421 1.404 0.631  -0.57
N 0.243 0.820 0.702  0.15
C -0.136 -0.665 0.615  -0.01
C 0.759 -1.776 0.869  -0.09
C 0.399 -3.032 0.908  -0.18
C -0.850 -3.466 0.493  -0.01
C -1.737 -2.367 -0.113  0.04
C -1.516 -1.009 0.086  -0.27
N -2.364 -0.071 -0.128  -0.07
C -3.392 -0.081 -1.181  -0.34
H -2.899 -0.678 -2.113  0.19
C -3.873 0.876 -1.790  -0.18
C -4.588 1.853 -0.491  -0.19
C -3.663 1.899 0.523  -0.26
H -4.238 2.319 1.635  0.19
H -2.798 2.418 0.422  0.06
C -3.127 0.494 1.111  -0.05
H -2.293 0.737 1.807  0.12
H -3.948 -0.063 1.467  0.10
H -5.014 2.740 -0.942  0.10
H -5.594 1.270 -0.065  0.16
H -3.077 1.794 -1.975  0.19
H -4.646 0.941 -2.334  0.05
H -4.171 -0.758 -1.127  0.13
H -2.592 -2.683 -0.379  0.02
H -0.967 -4.571 0.180  0.12
H 1.224 -3.519 1.114  0.06
H 1.594 -1.328 1.566  0.16
H -0.691 1.294 0.860  0.14
C 2.453 0.785 0.101  -0.11
C 3.649 1.110 0.253  0.00
C 4.919 0.565 -0.067  -0.21
C 5.105 -0.737 -0.855  0.06
C 6.493 -0.771 -0.971  0.02
C 7.084 0.571 -0.272  -0.09
O 6.096 1.117 0.055  0.06
H 8.051 0.715 0.109  0.11
H 7.055 -1.419 -1.480  0.03
H 4.279 -1.155 -1.130  0.04
H 3.882 1.956 1.132  0.21
H 2.127 -0.135 -0.206  0.09

Record 2
# H14O7

7 unconnected molecules or ions with the total composition H14O7 (ωB97M-V/def2-TZVPD, the OMol25 dataset).

Output
**SMILES**: O.O.O.O.O.O.O
**2S+1**: 1
**Orbital gap**: 11.30 eV

Last column: Löwdin charge in e.
Positions of all 21 atoms, in Å:
O -0.969 3.681 1.775  -0.05
H -1.564 3.093 2.240  0.03
H -1.323 4.556 1.932  0.03
O 2.701 -2.288 -3.438  -0.05
H 2.706 -1.601 -2.773  0.03
H 2.020 -2.896 -3.151  0.03
O 0.955 -0.037 0.196  -0.05
H 0.724 0.829 0.531  0.02
H 0.303 -0.625 0.578  0.03
O 4.261 4.005 2.386  -0.05
H 3.592 4.155 1.718  0.03
H 4.702 4.849 2.477  0.03
O -3.144 -3.349 1.695  -0.05
H -3.807 -2.770 1.319  0.03
H -3.474 -3.559 2.568  0.03
O -1.904 3.286 -2.846  -0.05
H -1.622 3.486 -1.953  0.02
H -1.113 3.385 -3.376  0.03
O -0.673 -6.223 -0.732  -0.05
H -0.837 -5.595 -0.029  0.02
H -1.535 -6.382 -1.117  0.03

Record 3
# C39H33Cl3N5PRuSSi

A molecular structure, C39H33Cl3N5PRuSSi at a distorted geometry (ωB97M-V/def2-TZVPD, the OMol25 dataset).

Output
**Total charge**: +1
**2S+1**: 2
**Orbital gap (spin up / spin down)**: 4.24 / 4.37 eV

Last column: Löwdin spin population.
Positions of all 84 atoms, in Å:
Ru 0.582 0.561 -0.649  0.03
N -0.123 -1.328 0.409  0.00
C 0.014 -1.292 1.856  0.00
C -0.071 -2.462 2.595  0.00
C 0.049 -2.422 3.977  0.00
C 0.259 -1.211 4.624  0.00
C 0.347 -0.041 3.886  0.00
C 0.219 -0.069 2.500  0.00
P 0.330 1.427 1.460  0.07
C 1.327 2.560 2.446  0.01
C 2.705 2.379 2.536  0.00
C 3.461 3.239 3.317  0.00
C 2.847 4.273 4.011  0.00
C 1.473 4.450 3.927  0.00
C 0.712 3.596 3.144  0.01
C -1.338 2.114 1.307  0.56
C -2.403 1.443 2.058  0.07
C -3.885 1.891 1.903  0.01
C -4.101 2.716 0.678  0.00
C -3.148 2.973 -0.212  0.01
C -1.758 2.419 -0.104  0.05
H 0.494 -2.014 -0.027  0.00
H -1.069 -1.591 0.138  0.00
H -0.231 -3.405 2.086  0.00
H -0.016 -3.338 4.547  0.00
H 0.363 -1.180 5.700  0.00
H 0.530 0.902 4.388  0.00
H 3.191 1.580 1.990  0.00
H 4.533 3.107 3.378  0.00
H 3.442 4.946 4.614  0.00
H 0.995 5.259 4.463  0.00
H -0.357 3.749 3.056  0.01
H -2.154 1.225 3.096  0.00
H -4.321 2.380 2.774  0.00
H -5.093 3.127 0.528  0.00
H -3.360 3.577 -1.084  0.00
H -1.059 3.061 -0.628  0.01
C -5.286 -0.248 0.916  0.01
C -4.230 0.359 1.777  0.01
C -2.787 0.119 1.320  0.06
C -2.689 0.216 -0.191  -0.01
C -3.694 -0.270 -0.922  0.01
C -4.974 -0.658 -0.311  0.00
N -1.616 1.034 -0.799  0.04
N -1.985 1.203 -2.181  0.01
C -1.095 0.759 -3.039  0.00
C -1.437 0.833 -4.419  0.00
C -0.531 0.435 -5.360  0.00
C 0.725 -0.014 -4.940  0.00
C 1.011 -0.055 -3.590  0.00
N 0.127 0.271 -2.649  0.01
H -6.275 -0.414 1.326  0.00
H -4.332 -0.019 2.796  0.00
H -2.310 -0.782 1.704  0.00
H -3.655 -0.227 -2.000  0.00
H -5.703 -1.160 -0.932  0.00
H -2.410 1.230 -4.667  0.00
H -0.767 0.488 -6.414  0.00
H 1.475 -0.323 -5.653  0.00
H 1.977 -0.377 -3.227  0.00
C -0.682 -3.207 -2.862  0.00
C 0.762 -3.427 -2.508  0.00
C 1.465 -4.554 -2.993  0.00
C 2.773 -4.713 -2.647  0.00
C 3.413 -3.745 -1.839  0.00
C 4.765 -3.868 -1.447  0.00
C 5.341 -2.905 -0.669  0.00
C 4.595 -1.781 -0.280  0.00
C 3.274 -1.613 -0.645  0.00
S 2.639 -0.024 -0.196  -0.01
C 2.645 -2.635 -1.423  0.00
N 1.333 -2.521 -1.746  0.00
H -1.138 -4.105 -3.275  0.00
H -0.760 -2.411 -3.606  0.00
H -1.250 -2.889 -1.987  0.00
H 0.955 -5.278 -3.614  0.00
H 3.336 -5.576 -2.982  0.00
H 5.330 -4.734 -1.771  0.00
H 6.374 -2.990 -0.363  0.00
H 5.073 -1.003 0.303  0.00
Cl 0.644 3.345 -3.214  0.00
Si 1.470 2.643 -1.427  0.00
Cl 1.215 4.322 -0.212  0.00
Cl 3.503 2.667 -1.826  0.00

ΔE to the lowest compared entry with this formula, charge and spin for every record listed, in sequence, given in kJ/mol: 1655.8 215.6 431.2.